1.
{"formula": "C20H55B3N5O9PS", "method": "ωB97M-V/def2-TZVPD", "e_homo_ev": -8.3098, "total_energy_ev": -69666.3340, "charge": 0, "species": ["H", "C", "H", "C", "H", "H", "C", "H", "C", "H", "H", "C", "C", "H", "H", "H", "H", "C", "H", "H", "C", "H", "C", "N", "N", "H", "H", "S", "H", "O", "C", "H", "C", "H", "C", "C", "H", "H", "H", "H", "H", "C", "H", "H", "O", "H", "H", "H", "N", "H", "H", "C", "H", "N", "H", "B", "H", "H", "C", "H", "B", "C", "H", "O", "O", "H", "C", "H", "H", "H", "B", "O", "H", "O", "H", "H", "O", "C", "H", "H", "H", "H", "O", "P", "C", "N", "H", "H", "H", "O", "H", "H", "H", "H"], "positions_angstrom": [[-4.3678, 7.9078, -4.2528], [-3.9138, -0.3937, 1.7795], [-0.9859, 0.9181, 0.8561], [6.5840, -1.0083, 0.6773], [-4.5582, 1.6233, 2.0150], [4.9287, -3.0100, 3.4444], [5.0326, -0.0152, 2.1775], [7.1252, -0.1159, 1.0014], [-3.6064, -2.3593, 4.8378], [8.3999, -3.3614, 4.0727], [6.7070, -3.1212, 0.7733], [7.3192, -2.2631, 1.0863], [-3.8772, -3.3583, 2.6790], [-1.4445, 0.6815, 3.8047], [-4.1071, 3.9050, -5.8052], [-1.5895, 6.7516, -3.1432], [-1.7164, 4.3597, -3.6849], [8.1346, -3.5247, 3.0258], [2.0754, -0.6267, -2.9069], [-1.9500, 4.6944, -1.9600], [7.2441, -4.7588, 2.9662], [-2.9565, 0.8442, -3.6781], [-3.6254, 2.6710, -2.8184], [1.5569, -1.3001, -0.3779], [-2.7137, -1.2194, 1.9072], [-3.0982, 2.4287, -1.8897], [-2.3369, -1.0983, 2.8391], [-2.4287, -4.5509, -2.7387], [7.8354, -5.6028, 3.3297], [-3.4915, 1.0655, 3.6608], [-2.1934, 1.4387, 4.0681], [0.6755, -1.0922, 0.0773], [-2.9640, -2.6493, 1.6914], [2.1975, 1.0986, -2.7103], [2.1675, -0.0479, -0.8709], [-2.5580, 6.2606, -3.2765], [-4.7504, -0.7921, 2.3686], [5.5913, -0.2338, 3.0931], [3.2388, -0.2046, -0.8633], [0.2554, -3.7349, -2.9908], [1.8924, 0.7955, -0.2403], [-3.4514, 3.0541, -6.0132], [-0.4387, -3.6743, -0.8996], [-4.3750, 7.1697, -5.8649], [6.1096, -4.6929, 3.8074], [-2.8183, -1.6011, 4.7850], [-3.6366, 2.7353, -7.0388], [4.0897, -4.5388, 3.7172], [-3.7008, 4.1233, -2.9354], [-3.3654, -2.7797, 0.6816], [-4.5673, -1.8904, 4.6101], [-4.2442, 6.9700, -4.8032], [2.1343, -1.6908, 0.3522], [-1.7962, 0.4730, 0.4450], [-2.8236, 1.4711, 1.7335], [-1.2060, -1.5733, -2.3445], [6.9423, -5.0060, 1.9409], [5.3164, 0.9762, 1.8125], [-3.6743, 1.0241, 2.2494], [-2.4104, 3.3783, -5.9309], [0.1699, 0.1847, -2.3959], [1.7212, 0.2086, -2.3076], [-4.2206, -0.3773, 0.7296], [-2.9444, 6.4435, -4.6324], [-0.6570, 0.9769, -1.6213], [3.9685, -0.0094, 2.4088], [4.9628, -4.0865, 3.2471], [-1.9970, -3.1585, 1.7146], [-1.8983, 2.3958, 3.6260], [-3.6364, -2.7362, 5.8597], [-1.5447, 0.1441, -0.9105], [-3.7238, 1.9524, -5.1703], [-4.8810, -2.9177, 2.7080], [-0.4635, -0.7917, -3.1883], [6.5154, -0.9833, -0.4141], [-4.6477, 2.3023, -2.7074], [-2.1099, -0.9581, -1.5202], [-2.9839, 1.8982, -3.9667], [-1.9424, 2.1962, -4.1413], [-5.0197, 6.2665, -4.4801], [-3.2737, 6.7369, -2.6007], [-4.1964, 4.3548, -3.7860], [5.2533, -1.0047, 1.1880], [-0.8795, -3.4733, -2.2180], [-2.4083, 4.7933, -2.9485], [7.5974, -2.2676, 2.5154], [9.0657, -3.7434, 2.4938], [8.2663, -2.3110, 0.5415], [4.9045, -4.2538, 2.1679], [-3.3458, -3.4575, 3.9858], [-3.9971, -4.3847, 2.3253], [-1.9977, -0.3597, 1.0045], [6.7434, -2.0553, 3.0140], [-2.2115, 1.5465, 5.1508]], "mulliken_charge": [0.346, -0.787, 0.289, -0.907, 0.400, 0.156, -0.891, 0.430, -0.516, 0.378, 0.187, -0.196, -0.672, 0.227, 0.207, 0.385, 0.182, -0.695, 0.233, 0.330, -0.478, 0.235, -0.661, -0.403, -0.387, 0.311, 0.093, -0.427, 0.344, -0.410, -0.595, -0.001, -0.580, 0.396, -0.299, -0.864, 0.477, 0.375, 0.273, 0.061, 0.228, -0.593, 0.028, 0.242, -0.425, 0.179, 0.302, 0.320, -0.283, 0.286, 0.285, -0.717, 0.340, 0.163, 0.280, 0.726, 0.342, 0.374, -0.462, 0.269, 0.242, -0.631, 0.275, -0.354, -0.056, 0.237, -0.534, 0.341, 0.325, 0.298, -0.813, -0.497, 0.386, -0.315, 0.369, 0.295, -0.504, -0.077, 0.167, 0.303, 0.424, 0.132, -0.172, 0.036, -0.096, -0.315, 0.395, 0.381, 0.269, -0.440, 0.396, 0.758, 0.083, 0.266]}

---

2.
{"formula": "C20H55ClN9NbO21P", "method": "ωB97M-V/def2-TZVPD", "e_homo_ev": -3.6655, "total_energy_ev": -101376.2964, "charge": -1, "species": ["C", "H", "C", "H", "H", "H", "Cl", "H", "O", "Nb", "O", "N", "H", "H", "H", "H", "H", "N", "H", "H", "C", "H", "H", "H", "H", "H", "C", "H", "N", "O", "O", "H", "H", "H", "H", "H", "H", "N", "C", "N", "O", "H", "C", "H", "C", "H", "C", "H", "O", "H", "O", "O", "H", "O", "H", "H", "C", "O", "H", "O", "H", "O", "C", "H", "O", "C", "H", "H", "H", "C", "H", "H", "H", "C", "H", "C", "C", "H", "O", "H", "C", "H", "H", "H", "H", "P", "H", "O", "N", "O", "N", "H", "H", "N", "O", "C", "H", "O", "H", "C", "N", "H", "O", "O", "O", "H", "C", "C"], "positions_angstrom": [[1.6442, 2.2427, -1.0675], [1.9239, -6.2677, -1.7128], [-2.7213, 1.9224, -2.2808], [2.0227, 3.1812, -2.9184], [1.9020, 1.2421, -4.0793], [-1.4288, -8.8449, -3.5489], [-0.9467, 0.0417, 0.1122], [-1.8338, -3.0410, -2.7526], [7.6912, 4.1022, 0.9113], [-2.2378, -0.3035, -2.0198], [-4.2157, 0.3895, 3.7779], [2.2339, 4.3819, 3.2175], [0.2674, -6.3377, -2.3981], [3.4503, 2.7049, -2.0375], [-7.0736, -4.9917, 2.9568], [-3.8157, 4.2387, -1.9105], [-5.3648, -1.3694, 6.6516], [5.8830, 3.9534, -1.5752], [-4.4918, -2.5446, 5.6349], [-3.2287, -1.1316, 1.2910], [1.1984, 3.6300, 3.9790], [-7.1417, -0.0993, 3.2932], [-3.8495, 0.9294, 1.5176], [-0.0608, 1.1744, -2.9366], [1.3552, 2.5750, 3.7777], [-1.5474, -2.8522, -0.9879], [8.2896, 0.3671, -1.7088], [-4.8715, 1.5576, -2.6305], [6.9723, 4.9923, 1.3242], [6.2149, 2.8142, -1.8353], [0.5284, -4.1717, -3.3375], [-0.5743, -0.0521, -4.1111], [6.3803, 5.9858, -1.6853], [-5.2833, -4.9634, 3.0775], [1.1302, 4.3388, -0.8036], [0.6247, 1.9327, -1.2637], [7.3301, 0.4280, -2.2114], [-5.3534, 0.5339, 4.1689], [6.8084, 5.0391, -1.9863], [-0.6921, -9.4137, -1.6796], [-5.4463, 3.3420, -0.9927], [-6.2664, -4.6403, 4.5266], [2.4600, 2.3713, -2.3335], [1.3518, 3.8450, 5.0317], [2.5542, 1.1097, -3.2226], [8.4409, 1.2167, -1.0559], [0.9456, -5.7991, -1.7535], [-2.4715, 2.4126, -1.3412], [3.3998, 4.1211, 3.4701], [-5.3135, 4.1565, -2.8508], [-5.1913, -2.9350, 8.7207], [-7.0817, -2.6443, 2.4276], [0.8705, -1.6350, -3.3909], [1.8513, -3.6820, -1.6996], [-2.0269, 2.2928, -3.0320], [6.2199, 5.3114, 3.2430], [-4.1303, 2.3353, -2.7784], [-0.0246, -10.3798, -1.3779], [3.5630, 1.0781, -3.6285], [-5.1808, -4.3388, 7.0918], [7.7441, 4.8518, -1.4712], [1.8625, 5.1747, 2.3881], [-4.6670, 3.6122, -2.1664], [-1.6451, -10.5796, -3.1413], [9.3276, -0.5037, -3.5793], [1.5989, 3.5256, -0.2582], [-5.9627, 0.6524, 2.1794], [5.0013, 4.8777, 2.0160], [0.2254, 3.9575, 3.6362], [5.9950, 4.6661, 2.3999], [-3.2329, -0.6077, -3.4984], [-2.6634, -9.3242, -2.3597], [6.1088, 3.6197, 2.6515], [-1.6903, -9.5614, -2.7768], [-4.0378, 2.5256, -3.8455], [-6.2157, -4.5474, 3.4451], [2.2790, -0.2316, -2.5555], [2.0609, 1.4791, -0.4175], [-5.2944, -2.4458, 3.6137], [0.6195, -1.2731, -1.7236], [-6.4251, 0.7038, 3.1549], [-3.6595, -1.7400, 7.0027], [1.0279, 3.3379, 0.6457], [2.5534, -0.2030, -1.5081], [8.3833, -0.5736, -1.1757], [-4.2436, -0.1367, -0.3625], [2.9582, -0.9561, -2.9984], [-4.0185, 1.2058, 0.6089], [1.1268, -4.4319, -2.3160], [-3.9882, -1.3565, 0.7311], [-6.2021, -3.0923, 3.1263], [-4.9372, 3.5828, -0.2218], [6.9392, 4.9841, -3.0628], [-5.0203, -3.2229, 7.5554], [10.1700, 1.2820, -2.7213], [0.8466, -0.8169, -2.6821], [2.5962, 3.8290, 0.0456], [-0.6193, -8.3182, -1.1627], [-6.8873, 1.6701, 3.3310], [-2.1515, -2.5476, -1.8377], [9.3498, 0.3868, -2.7549], [0.5339, -5.6910, -0.7559], [6.9784, 6.1325, 0.9122], [4.8738, 4.2598, -0.9767], [-5.6737, 0.5361, 5.3459], [-3.1598, -2.9171, -1.6382], [-0.2854, 0.1266, -3.0754], [-4.5985, -2.1361, 6.6297]], "mulliken_charge": [1.124, 0.317, -1.182, 0.350, 0.415, 0.281, -0.431, 0.372, -0.519, -0.673, -0.504, 0.923, 0.309, -0.586, 0.318, 0.360, 0.276, 0.702, 0.230, 0.204, -0.820, 0.242, 0.176, 0.188, 0.313, 0.223, -0.611, 0.238, 0.956, -0.472, -0.517, 0.520, 0.351, 0.290, 0.342, -0.684, 0.251, 1.022, -0.934, 0.854, -0.524, 0.277, 0.359, 0.303, -0.962, 0.240, -0.839, 0.339, -0.566, 0.319, -0.571, -0.530, 0.395, -0.524, 0.694, 0.316, -0.228, -0.525, 0.511, -0.550, 0.351, -0.476, -0.759, 0.303, -0.550, -1.436, 0.134, 0.358, 0.325, -0.859, -0.014, 0.295, 0.314, -0.718, 0.405, -0.802, -0.946, 0.180, -0.423, 0.021, -0.521, 0.300, 0.361, 0.390, 0.301, -0.024, 0.408, -0.218, 0.953, -0.195, 0.858, 0.276, 0.318, 0.937, -0.543, 0.487, 0.167, -0.499, 0.292, -1.231, 0.916, 0.310, -0.544, -0.449, -0.626, 0.477, -1.160, -0.591]}

---

3.
{"formula": "C20H55F6N5Na2O5P", "method": "ωB97M-V/def2-TZVPD", "e_homo_ev": -11.1230, "total_energy_ev": -73746.7644, "charge": 1, "species": ["H", "H", "F", "F", "H", "C", "H", "C", "H", "F", "H", "P", "H", "Na", "H", "H", "H", "H", "C", "H", "H", "H", "H", "H", "H", "H", "H", "C", "H", "Na", "H", "N", "H", "H", "F", "H", "H", "C", "H", "H", "C", "C", "H", "H", "C", "H", "N", "C", "C", "C", "H", "H", "N", "N", "H", "H", "F", "H", "H", "H", "H", "H", "H", "C", "H", "H", "C", "H", "C", "C", "F", "N", "H", "H", "H", "H", "O", "O", "H", "H", "C", "O", "H", "H", "H", "C", "C", "H", "H", "H", "C", "O", "O", "C"], "positions_angstrom": [[2.0055, 0.0837, 2.3490], [-3.2510, -3.3151, -2.3305], [-0.9110, -0.0496, -1.6566], [0.9444, -0.0800, -0.2966], [1.3533, 3.5953, 2.8704], [1.4736, -1.4092, 6.3705], [-2.4554, -3.5122, -5.3635], [2.2812, -3.4182, -0.8317], [-4.1878, 2.3809, -1.2065], [-0.1637, 1.8978, -0.6462], [-2.4461, 1.3671, -2.3324], [-0.6057, 0.4323, -0.1142], [0.9111, -1.9214, 5.5768], [2.2415, 2.1580, -1.8682], [-0.8360, -2.1286, -4.9710], [0.3533, -4.1671, -0.4528], [-2.6336, 3.8208, 0.4956], [0.9058, -1.5923, 7.2810], [1.1946, -3.8440, 0.1813], [-1.9797, -2.2205, -1.8399], [-1.2965, -4.8775, -5.1132], [-0.0449, -6.0888, 1.2220], [0.9025, 0.2483, 4.3444], [5.0931, -0.7273, 4.1051], [-5.1200, 3.7181, -1.9691], [2.3901, -2.0144, 6.3936], [1.8197, 5.3214, 0.4236], [4.3639, -0.1836, 4.7034], [3.1852, -2.2203, 0.6845], [-1.1344, 0.2816, -4.2208], [-4.4584, 1.0573, -4.5779], [-0.4420, -2.3562, -4.0451], [0.3545, 4.4766, 0.8620], [-3.0259, -1.8556, -3.2671], [-2.1164, 0.9706, 0.0200], [-2.8683, 5.5234, -0.0625], [0.9943, -2.4719, -2.1024], [-3.2247, 4.4912, -0.1289], [-0.9519, -3.9924, -2.7879], [-1.8368, 2.7289, -2.6749], [0.3519, 7.0797, 1.7246], [1.8705, 0.3509, 4.8557], [3.9742, 4.6267, 1.6436], [2.7379, 2.0319, 1.7395], [-1.4193, -3.3444, -3.5387], [-0.5004, 6.8599, 1.0717], [1.9214, -2.2964, -1.6981], [3.5130, -2.9667, -0.0460], [0.6892, -5.4659, 1.7471], [-3.7087, 2.6526, -3.2816], [4.2584, -2.4615, -0.6622], [-3.0392, -6.8398, -5.1646], [2.2873, 2.7005, 1.0949], [-2.3889, 1.9972, -3.1421], [-3.5781, 3.4145, -4.0473], [1.0268, -6.0575, 2.6010], [-1.0621, -1.0335, 0.4020], [3.5590, -0.3141, 2.1104], [1.3264, 2.3653, 1.1119], [3.9224, 3.7639, 3.1890], [2.5094, -4.3142, -1.4141], [1.5641, -1.5567, -1.0827], [-4.2670, 4.6231, 0.1839], [-4.1514, 3.2133, -1.9204], [0.1011, -4.6983, 2.2709], [4.0128, -3.7703, 0.4925], [-2.4902, -2.6329, -2.7069], [-4.8521, 0.8738, -2.8163], [-3.6068, -5.9140, -5.0529], [2.0160, 3.8416, 2.0362], [-0.2409, 0.8184, 1.3942], [2.9421, 0.2126, 2.7197], [1.9464, 1.4431, 4.8634], [0.9029, -2.9427, 0.7326], [3.1474, 5.3496, 3.0042], [-4.6078, -6.1490, -4.6957], [1.7636, -0.0478, 6.2118], [-3.0968, -4.9687, -4.1348], [4.6339, 0.8750, 4.6257], [4.3200, -0.3956, 5.7686], [-2.0196, -4.2135, -4.6237], [0.8617, 5.8849, 2.2610], [0.0574, 7.7605, 2.5209], [-3.7176, -5.4312, -6.0310], [0.3053, -2.9828, -4.3654], [3.3511, 4.3959, 2.5107], [1.2529, 4.9512, 1.2839], [1.0969, 7.6383, 1.1438], [-5.7244, 1.9675, -3.8275], [2.6894, -1.3942, 4.0757], [-4.7241, 1.5658, -3.6497], [-3.1490, 4.1107, -1.4864], [1.6675, -4.9478, 0.8952], [2.9864, -0.3360, 4.0780]], "mulliken_charge": [-0.024, 0.443, -0.311, -0.466, 0.301, -0.772, 0.376, 0.288, 0.297, -0.523, 0.115, 1.492, 0.288, 0.885, 0.429, 0.252, 0.218, 0.303, -0.066, -0.030, 0.396, 0.299, 0.577, 0.402, 0.470, 0.282, 0.359, -1.481, -0.037, 0.919, 0.327, -0.709, 0.194, 0.277, -0.364, 0.193, 0.207, -0.647, -0.087, 0.281, -0.623, -0.603, 0.345, 0.475, 0.862, 0.145, -0.674, -1.214, -0.794, 0.023, 0.383, 0.284, -0.465, -0.535, 0.460, 0.322, -0.339, 0.173, -0.110, 0.320, 0.432, 0.267, 0.360, -0.600, 0.293, 0.388, -1.123, 0.336, -0.786, 0.627, -0.351, -0.475, 0.098, 0.121, 0.396, 0.256, -0.442, -0.316, 0.271, 0.385, -0.865, -0.326, 0.272, 0.340, 0.299, -1.492, -0.570, 0.319, 0.425, 0.261, -1.457, -0.331, -0.399, 0.601]}

---

> Number 3 is which compound?

C20H55F6N5Na2O5P